Record 1
Formula: C24H48Cl18O15
Source: the OMol25 dataset
Level of theory: wB97M-V/def2-TZVPD

- Gap between HOMO and LUMO: 10.785 eV
- LUMO: 0.00010 Ha
- Largest force on an atom: 3.67 eV/Å
- Calculated total energy: -10355.20509 Eh
- Spin multiplicity: 1
- HOMO energy: -10.8 eV

Element x y z (Å)
C1 -0.0180 5.3711 -6.4511
O1 0.5748 4.9555 -5.2729
C2 0.6193 3.6192 -5.0002
O2 0.0987 2.7544 -5.6808
O3 1.4392 3.3723 -3.9269
C3 1.7082 2.0012 -3.6471
H1 -0.1208 6.4560 -6.4289
H2 -0.9885 4.8892 -6.5702
H3 0.5651 5.0229 -7.3036
H4 0.8701 1.3156 -3.7723
H5 2.0763 1.9997 -2.6211
H6 2.5488 1.6464 -4.2435
C4 2.9147 -3.1868 -6.9618
O4 2.6083 -4.5023 -6.5049
C5 2.2893 -4.7207 -5.2093
O5 2.2280 -3.9320 -4.2930
O6 2.0714 -6.0280 -5.1250
C6 2.2089 -6.6075 -3.8423
H7 3.1910 -3.1831 -8.0162
H8 3.6948 -2.6387 -6.4334
H9 2.0196 -2.5844 -6.8066
H10 3.1227 -6.3761 -3.2950
H11 2.3054 -7.6888 -3.9408
H12 1.2886 -6.3458 -3.3203
C7 -4.6321 0.4951 -3.3528
O7 -5.2181 -0.7635 -3.0816
C8 -6.0641 -0.9389 -2.0738
O8 -6.1382 -0.1039 -1.1821
O9 -6.7319 -2.0373 -2.2589
C9 -7.8266 -2.2980 -1.3794
H13 -3.9493 0.8904 -2.6007
H14 -5.3649 1.3020 -3.3556
H15 -4.2368 0.5226 -4.3682
H16 -8.4411 -3.0673 -1.8472
H17 -8.4726 -1.4668 -1.0968
H18 -7.3879 -2.7181 -0.4744
C10 -0.2319 2.2954 2.6557
O10 -1.0343 1.5259 1.7821
C11 -0.5636 0.3040 1.3193
O11 0.5109 -0.2092 1.6003
O12 -1.5130 -0.3504 0.7137
C12 -1.2484 -1.6782 0.2244
H19 0.6161 2.7278 2.1248
H20 0.1846 1.7782 3.5201
H21 -0.8194 3.1349 3.0275
H22 -0.2620 -1.6259 -0.2364
H23 -1.8335 -2.0999 -0.5928
H24 -1.2098 -2.4700 0.9725
C13 6.2680 4.0967 1.1970
O13 7.5643 4.3389 0.7580
C14 8.5350 4.1626 1.6303
O14 8.4605 3.8121 2.7991
O15 9.6493 4.3403 0.9434
C15 10.9015 4.2097 1.5280
H25 5.6654 4.3246 0.3178
H26 6.0865 4.7716 2.0334
H27 6.1945 3.0356 1.4356
H28 10.9451 3.2165 1.9749
H29 11.0815 5.0260 2.2276
H30 11.6490 4.1917 0.7349
C16 -7.0395 3.8938 1.8653
Cl1 -7.2583 5.6411 1.4100
Cl2 -7.4683 3.4492 3.5161
H31 -7.7814 3.3632 1.2685
H32 -6.0486 3.5077 1.6261
C17 -4.0778 9.6241 3.3126
Cl3 -3.8588 8.1584 4.2415
Cl4 -4.0145 11.0474 4.4380
H33 -3.2362 9.6523 2.6204
H34 -5.0406 9.6684 2.8036
C18 -4.5553 -4.7804 -6.4564
Cl5 -6.0447 -4.0959 -7.2658
Cl6 -3.1959 -3.9596 -7.1228
H35 -4.5277 -4.5588 -5.3895
H36 -4.3863 -5.8483 -6.5950
C19 6.4776 0.8926 7.2736
Cl7 4.7590 1.2013 6.8749
Cl8 6.6592 -0.5937 8.2680
H37 6.9917 0.7208 6.3279
H38 6.8944 1.7332 7.8284
C20 -2.9053 -9.4685 -0.4407
Cl9 -2.9230 -8.2376 -1.7987
Cl10 -1.6843 -9.3029 0.7370
H39 -3.8383 -9.3815 0.1162
H40 -2.8782 -10.4910 -0.8171
C21 3.3381 -3.5351 5.1197
Cl11 3.4865 -4.6454 3.7353
Cl12 1.6702 -3.5452 5.8197
H41 4.0361 -3.8820 5.8816
H42 3.6085 -2.5327 4.7875
C22 -4.6715 -2.6484 4.0874
Cl13 -5.9096 -2.3066 5.3861
Cl14 -4.4996 -4.3501 3.7714
H43 -4.9993 -2.1218 3.1911
H44 -3.7727 -2.1842 4.4931
C23 -4.2783 2.7768 9.1023
Cl15 -3.5845 2.2395 7.5428
Cl16 -4.9571 1.4055 9.9248
H45 -3.5033 3.1483 9.7727
H46 -5.0697 3.4918 8.8775
C24 5.7913 -2.2606 -0.5221
Cl17 6.6344 -3.7492 -1.0318
Cl18 6.4192 -0.8425 -1.5383
H47 4.7223 -2.4737 -0.5148
H48 6.0716 -2.1035 0.5194

Record 2
Formula: C7H9N3
Source: the OMol25 dataset
Level of theory: wB97M-V/def2-TZVPD

- Gap between HOMO and LUMO: 9.373 eV
- LUMO: -0.01058 Ha
- Largest force on an atom: 5.32 eV/Å
- Calculated total energy: -436.28153 Eh
- SMILES: C=C1N=NC(C)(C)[C@H]1C#N
- Spin multiplicity: 1
- HOMO energy: -9.7 eV

Element x y z (Å)
C1 1.4292 2.3569 -0.9180
C2 1.0416 1.0746 -0.8256
N1 1.7592 -0.0559 -0.9047
N2 1.2426 -1.0473 -0.4593
C3 -0.0994 -0.7955 -0.0039
C4 0.0538 -1.0819 1.5223
C5 -1.1205 -1.6718 -0.6379
C6 -0.4801 0.6269 -0.2963
C7 -0.8843 1.4454 0.7411
N3 -1.1953 2.1234 1.6165
H1 2.4139 2.4800 -1.4326
H2 0.8266 3.1376 -0.6179
H3 0.4561 -2.1749 1.4692
H4 -0.7800 -1.0976 2.1148
H5 0.7829 -0.4979 1.9687
H6 -1.1009 -2.7776 -0.4381
H7 -1.2304 -1.3540 -1.6812
H8 -2.1020 -1.3748 -0.0442
H9 -1.0128 0.6841 -1.1729

Record 3
Formula: CH3IS
Source: the OMol25 dataset
Level of theory: wB97M-V/def2-TZVPD

- Gap between HOMO and LUMO: 9.210 eV
- LUMO: -0.00515 Ha
- Largest force on an atom: 2.56 eV/Å
- Calculated total energy: -735.74910 Eh
- SMILES: SCI
- Spin multiplicity: 1
- HOMO energy: -9.4 eV

Element x y z (Å)
S1 -1.0593 1.1476 -0.2368
C1 0.0382 -0.4056 -0.2793
I1 2.2522 -0.0881 -0.1055
H1 -0.7772 1.3162 1.1054
H2 -0.1335 -0.9992 0.7181
H3 -0.3204 -0.9709 -1.2019

Record 4
Formula: C5H14NOP
Source: the OMol25 dataset
Level of theory: wB97M-V/def2-TZVPD

- Gap between HOMO and LUMO (alpha / beta): 4.057 / 8.092 eV
- LUMO (alpha / beta): 0.02586 / -0.08261 Ha
- Largest force on an atom: 4.29 eV/Å
- Calculated total energy: -670.02550 Eh
- Spin multiplicity: 3
- HOMO energy (alpha / beta): -3.4 / -10.3 eV
- <S²>: 2.005

Element x y z (Å)
C1 1.4098 -0.1409 1.1046
C2 -1.1250 -0.6660 1.4157
C3 -0.0041 -1.2456 -0.7205
C4 1.2410 1.4920 -1.3966
C5 0.0788 -0.2234 0.4412
N1 -1.4833 1.3020 -1.0663
O1 -0.7615 -1.8301 1.9636
P1 -0.0431 1.5621 -0.0765
H1 1.5550 -0.9700 1.7425
H2 2.1946 -0.1931 0.3636
H3 1.4158 0.6744 1.7819
H4 -1.5430 -2.3048 2.3552
H5 -1.9541 -0.7483 0.7969
H6 -1.4107 0.0594 2.2268
H7 -0.6442 -1.0097 -1.5302
H8 0.9700 -1.6264 -1.0949
H9 -0.5957 -2.0883 -0.3707
H10 2.3540 1.5171 -0.9616
H11 1.0654 0.6188 -2.1092
H12 1.1540 2.4103 -2.1234
H13 -1.4522 1.7952 -2.0182
H14 -2.4215 1.6152 -0.7239